1.
Below is C8H22CuF3N8O6 as an isolated structure at a distorted geometry, with properties calculated with ωB97M-V with the def2-TZVPD basis set.

Properties
E = -85654.475 eV
Orbital gap = 0.2935 Ha
Lowest unoccupied orbital energy = 0.205 eV

XYZ file:
```
48
Properties=species:S:1:pos:R:3:forces:R:3
Cu 10.2656 11.6715 18.8230 -0.4 0.4 0.0
F 8.4759 10.7022 20.8141 0.0 0.2 -0.1
F 6.3689 10.9350 21.0137 0.1 0.6 0.4
F 7.7627 12.1899 22.2296 -0.4 -0.7 0.0
O 6.7648 13.8430 20.2719 -0.3 1.5 0.8
O 8.8436 13.2085 19.6945 0.6 -1.0 0.3
O 12.8373 11.6217 23.3426 -0.4 0.9 -0.4
O 12.7039 11.5539 18.7780 -0.1 -0.3 -0.4
O 10.4246 12.1396 16.5116 0.0 0.0 0.4
O 10.6873 9.3945 19.3344 -0.2 -0.1 0.5
N 14.3802 11.4742 20.2723 -0.5 0.5 -0.2
N 10.4666 14.3161 17.1797 -0.2 0.3 0.6
N 11.2681 11.2018 21.7927 -0.4 0.0 -0.8
N 11.5038 7.2738 19.5352 0.2 0.2 0.6
N 11.5868 13.7011 15.3077 0.3 0.7 0.0
N 9.9252 7.7475 17.9778 -0.8 -0.3 0.1
N 14.0065 9.6585 18.9475 -0.8 -0.1 -1.1
N 11.0435 13.0535 23.1141 0.5 0.2 0.3
C 10.8045 13.3036 16.3592 -0.3 -0.5 -0.3
C 10.6287 8.2013 19.0543 0.8 0.8 -2.0
C 11.8015 11.9687 22.7608 0.4 -0.6 1.3
C 13.6344 10.9340 19.2801 0.5 -0.1 0.8
C 7.5802 12.7821 19.9499 0.9 -1.3 -2.1
C 7.5237 11.6411 21.0100 0.5 0.6 0.2
C 5.3752 13.6884 20.4009 -0.9 -0.3 -0.1
C 4.5991 15.0260 20.2479 1.3 -2.0 0.0
H 4.8672 15.6094 21.1232 -0.3 0.6 -0.3
H 10.4558 11.5537 21.3063 0.1 -0.2 -0.2
H 10.0231 6.8033 17.6597 0.0 -0.1 0.0
H 10.1243 13.2234 22.7421 0.0 -0.1 -0.1
H 11.9239 10.6336 21.2871 -0.2 -0.2 -0.1
H 12.3266 7.6422 19.9793 -0.2 -0.2 0.4
H 11.2878 13.4808 23.9894 0.0 0.0 0.0
H 14.0744 12.3993 20.5261 0.3 -0.1 0.4
H 12.1792 14.4896 15.4963 0.0 0.1 -0.3
H 11.2814 6.2986 19.5649 0.1 -0.1 0.0
H 9.2696 8.3263 17.4828 0.0 0.2 0.3
H 14.6049 9.0556 19.4756 0.2 0.3 0.1
H 15.2216 11.0698 20.6309 0.0 0.1 0.1
H 9.8272 14.1696 17.9565 0.0 -0.3 0.1
H 4.8848 15.4100 19.2716 -0.1 0.6 0.2
H 10.6186 15.2663 16.9020 0.0 0.1 -0.1
H 3.5632 14.6923 20.2306 -0.2 0.5 0.2
H 13.5811 9.3010 18.1082 0.0 -0.2 0.2
H 5.0975 13.2639 21.3710 0.2 -0.1 0.1
H 4.9761 12.9916 19.6542 0.2 -0.1 -0.2
H 11.8485 13.1187 14.5367 -0.1 -0.5 0.3
H 7.1925 12.3006 19.0264 -0.5 -0.2 0.0
```
Positions in Å, forces in eV/Å.

---

2.
Below is a 6-piece molecular cluster, C8H22F24N2P4 overall at a distorted geometry, with properties calculated with ωB97M-V with the def2-TZVPD basis set.

Properties
Total charge = -1
E = -114028.646 eV
Orbital gap (alpha / beta) = 0.3644 / 0.0993 Ha
Multiplicity = 2
Lowest unoccupied orbital energy (alpha / beta) = 1.045 / -6.168 eV

XYZ file:
```
60
Properties=species:S:1:pos:R:3:forces:R:3
P -6.2585 -1.5136 -0.3539 0.1 -2.4 1.5
P -1.6433 1.7831 2.0110 -0.8 0.9 -0.9
P -2.4783 0.0579 -3.8668 1.9 0.2 -2.1
P -0.8262 -4.4627 0.0326 1.5 -3.6 0.5
F -2.5247 1.8801 3.3930 1.3 -0.6 -0.6
F -1.6456 3.4377 1.9020 0.2 -1.4 -0.2
F -6.8717 -2.7330 0.5668 0.8 1.3 -0.7
F -5.1212 -1.1002 0.7107 -0.8 0.2 -0.4
F 0.1458 -5.4166 -0.8305 0.0 0.7 -0.5
F -1.7436 -3.5496 0.9322 -1.1 0.7 0.2
F -0.5564 -5.4959 1.2713 -0.2 0.6 0.4
F -1.4741 1.1186 -4.5963 0.0 0.6 0.8
F -3.6881 0.6775 -4.7192 -0.6 0.2 0.7
F -3.5042 -1.0440 -3.2038 0.6 0.1 0.0
F -2.1309 -5.4997 -0.3377 1.1 2.1 -0.3
F -2.6880 1.0222 -2.6184 -0.7 0.4 0.2
F -0.8155 1.6186 0.5450 -0.5 1.0 1.1
F -0.2320 1.8719 2.8162 -0.4 -0.3 -0.2
F -3.0691 1.7103 1.2218 0.8 -0.1 -0.2
F -5.1432 -2.5559 -0.9695 -0.9 0.6 -0.3
F -5.7178 -0.4178 -1.4831 0.1 -0.1 0.2
F -1.0366 -3.4788 -1.2672 -0.1 -0.5 1.0
F -7.2458 -0.4576 0.2479 -0.1 0.2 -0.3
F -2.1453 -0.8879 -5.1341 -0.4 -1.1 0.7
F -1.1709 -0.5482 -3.0455 -0.9 -0.5 -0.2
F -7.3188 -1.9567 -1.5132 0.6 0.4 0.1
F 0.4900 -3.5849 0.6154 -0.9 -0.1 -1.2
F -1.5630 0.1373 1.9979 -0.4 0.3 1.0
N 4.0383 1.7833 0.3099 2.5 -1.1 0.1
N -2.5828 -1.2482 -0.3791 0.1 -0.6 1.0
C 5.1598 2.2444 -0.6568 -0.6 0.6 1.4
C 4.2138 1.6200 2.7880 1.4 -0.8 1.4
C 2.0494 0.0992 0.2542 -0.7 0.5 -0.3
C 3.4015 2.9691 1.0843 0.6 -0.3 -2.7
C 3.1028 0.8382 -0.5527 0.2 1.1 1.2
C 3.0957 2.4998 2.4423 -1.6 0.9 -0.4
C 1.0258 -0.4900 -0.6849 -1.3 -1.4 -0.4
C 4.7571 1.0357 1.4978 -0.7 -1.5 -0.7
H 4.7659 2.9657 -1.3728 -0.2 -0.4 -0.2
H 0.3084 0.1813 -1.1571 0.6 0.5 -0.1
H 1.4315 0.7397 0.8836 0.4 0.5 0.1
H 1.3811 -1.2127 -1.4194 0.5 0.3 -0.2
H 2.5858 3.3433 0.4657 -0.1 0.1 0.2
H 0.3514 -1.1308 -0.1169 0.2 0.0 0.4
H 5.8815 2.7876 -0.0469 0.0 0.0 0.0
H -1.8646 -1.9445 -0.2393 0.5 -0.5 -0.5
H 4.5546 -0.0269 1.3634 -0.7 0.0 0.1
H 3.0996 3.4323 3.0066 -0.6 -0.4 0.6
H 5.8444 0.9725 1.4539 0.1 1.1 -0.4
H -3.4304 -1.7146 -0.0889 -0.3 -0.1 -0.3
H 2.4339 -0.6827 0.9091 0.4 0.0 -0.2
H 2.7280 1.5594 -1.2790 -0.6 -0.2 0.1
H -2.6181 -0.9328 -1.3379 0.0 0.4 -0.3
H -2.4020 -0.5655 0.3430 0.1 1.1 0.0
H 3.7317 0.1541 -1.1224 0.3 0.0 0.3
H 4.2198 3.6872 1.1381 -0.1 0.2 -0.2
H 2.1485 1.9603 2.4336 -0.1 0.4 0.5
H 4.9956 2.1652 3.3169 0.2 0.2 -0.2
H 5.6948 1.4001 -1.0917 -0.5 0.0 -0.1
H 3.8742 0.8982 3.5308 0.2 -0.4 -0.3
```
Positions in Å, forces in eV/Å.